[1]
DFT (the ωB97M-V functional and the def2-TZVPD basis) results for a 2-piece molecular cluster, C2H2FOP overall at a distorted geometry.

CARTESIAN COORDINATES (ANGSTROEM)
C: -1.154 -1.059 -0.958
C: -0.975 -0.031 -0.201
O: -1.320 -2.002 -1.615
F: 2.777 1.124 0.451
P: 2.486 1.169 2.044
H: -0.701 0.932 -0.580
H: -1.112 -0.134 0.859

Forces on atoms 1 to 2 (eV/Å):
-0.2 -1.2 -0.9
0.1 0.9 0.8

The relative energy (zero: lowest compared OMol25 entry of this formula, charge and spin) comes out at 197.52 kJ/mol. The frontier orbital gap (spin up / spin down) comes out at 7.355 / 7.368 eV. The LUMO energy (spin up / spin down) is -0.04787 / -0.04801 Eh.

Atom-resolved charges from Mulliken, all expressed in e: atom 1 (C): 0.83, atom 2 (C): -0.96, atom 3 (O): -0.35, atom 4 (F): -0.21, atom 5 (P): 0.21, atom 6 (H): 0.24, atom 7 (H): 0.24

=====

[2]
DFT (the ωB97M-V functional and the def2-TZVPD basis) results for one molecule with the formula C8H5N3O4 at a distorted geometry.

CARTESIAN COORDINATES (ANGSTROEM)
N: -2.079 0.393 4.164
O: -1.600 -2.166 -2.110
O: 3.601 1.134 -0.421
N: -0.381 1.398 2.643
N: -1.259 0.932 3.411
O: -3.196 -1.078 -0.900
O: 2.994 -0.059 -2.225
C: -1.912 -1.320 -1.274
C: 2.760 0.480 -0.983
C: -1.168 0.032 0.773
C: 1.082 0.931 0.801
C: 0.396 -0.431 -1.032
C: -0.162 0.758 1.427
C: -0.873 -0.561 -0.477
C: 1.384 0.352 -0.433
H: -3.729 -1.704 -1.413
H: 3.878 0.290 -2.444
H: -2.172 -0.088 1.184
H: 1.787 1.592 1.314
H: 0.651 -0.885 -2.005

Forces on atoms 1 to 2 (eV/Å):
6.4 4.5 -5.7
-0.9 1.7 1.3

The relative energy (zero: lowest compared OMol25 entry of this formula, charge and spin) comes out at 0.00 kJ/mol. The frontier orbital gap comes out at 8.838 eV. The LUMO energy is -0.01571 Eh.

Atom-resolved charges from Mulliken, all expressed in e: atom 1 (N): -0.49, atom 2 (O): -0.56, atom 3 (O): -0.56, atom 4 (N): -0.52, atom 5 (N): 0.60, atom 6 (O): -0.44, atom 7 (O): -0.45, atom 8 (C): 0.38, atom 9 (C): 0.54, atom 10 (C): -0.55, atom 11 (C): -0.43, atom 12 (C): -0.56, atom 13 (C): 0.77, atom 14 (C): 0.04, atom 15 (C): 0.17, atom 16 (H): 0.35, atom 17 (H): 0.34, atom 18 (H): 0.44, atom 19 (H): 0.46, atom 20 (H): 0.48

=====

[3]
DFT (the ωB97M-V functional and the def2-TZVPD basis) results for C13H16AsN4S2Sn as an isolated structure.

CARTESIAN COORDINATES (ANGSTROEM)
Sn: 1.826 -0.207 -1.598
C: 1.032 2.305 3.351
As: 0.274 0.831 2.395
C: 1.319 -0.732 2.741
C: -1.526 0.523 2.982
S: 0.185 1.511 0.293
H: 1.102 2.035 4.404
H: 0.404 3.184 3.224
H: 2.029 2.496 2.956
H: 1.133 -0.991 3.785
H: 2.376 -0.515 2.600
H: 1.007 -1.535 2.079
H: -1.500 0.349 4.057
H: -1.924 -0.360 2.488
H: -2.142 1.393 2.767
C: -1.456 0.895 -0.296
C: -1.334 0.737 -1.788
C: -0.983 1.819 -2.595
C: -0.806 1.641 -3.959
C: -0.986 0.387 -4.527
C: -1.360 -0.688 -3.732
C: -1.533 -0.515 -2.365
H: -1.669 -0.068 0.162
H: -2.209 1.625 -0.006
H: -0.850 2.804 -2.160
H: -0.533 2.484 -4.580
H: -0.849 0.250 -5.591
H: -1.522 -1.662 -4.174
H: -1.828 -1.356 -1.748
S: 4.973 -0.152 1.984
C: 3.956 0.106 0.800
N: 3.153 0.304 -0.052
N: -0.144 -5.959 -1.442
C: -0.265 -4.895 -1.017
N: -0.486 -3.677 -0.532
C: 0.268 -2.694 -0.523
N: 0.868 -1.674 -0.382

Forces on atoms 1 to 2 (eV/Å):
0.0 0.1 0.0
0.0 0.0 0.0

As for the total charge: +1. The relative energy (zero: lowest compared OMol25 entry of this formula, charge and spin) comes out at 52.88 kJ/mol. The frontier orbital gap comes out at 7.855 eV. The LUMO energy is -0.14960 Eh.

Atom-resolved charges from Mulliken, all expressed in e: atom 1 (Sn): 0.86, atom 2 (C): -1.03, atom 3 (As): 0.75, atom 4 (C): -0.63, atom 5 (C): -1.18, atom 6 (S): -0.20, atom 7 (H): 0.41, atom 8 (H): 0.37, atom 9 (H): 0.39, atom 10 (H): 0.49, atom 11 (H): -0.04, atom 12 (H): 0.19, atom 13 (H): 0.43, atom 14 (H): 0.44, atom 15 (H): 0.40, atom 16 (C): -0.32, atom 17 (C): -0.16, atom 18 (C): -0.23, atom 19 (C): -0.60, atom 20 (C): -0.49, atom 21 (C): -0.63, atom 22 (C): -0.38, atom 23 (H): 0.33, atom 24 (H): 0.55, atom 25 (H): 0.41, atom 26 (H): 0.42, atom 27 (H): 0.42, atom 28 (H): 0.44, atom 29 (H): 0.48, atom 30 (S): -0.36, atom 31 (C): 0.51, atom 32 (N): -0.61, atom 33 (N): -0.41, atom 34 (C): 0.41, atom 35 (N): -0.56, atom 36 (C): 0.78, atom 37 (N): -0.62

=====

[4]
DFT (the ωB97M-V functional and the def2-TZVPD basis) results for a 2-piece molecular cluster, FH3OP2 overall at a distorted geometry.

CARTESIAN COORDINATES (ANGSTROEM)
O: 1.393 0.263 1.109
F: -1.838 -0.815 -1.037
P: -0.042 -0.464 0.828
P: -0.479 0.088 -1.216
H: 1.766 0.942 0.477
H: -1.294 0.814 1.470
H: 0.494 -0.829 -1.632

Forces on atoms 1 to 2 (eV/Å):
1.1 1.0 -0.9
0.4 0.0 -0.7

The relative energy (zero: lowest compared OMol25 entry of this formula, charge and spin) comes out at 177.87 kJ/mol. The frontier orbital gap comes out at 8.709 eV. The LUMO energy is -0.01268 Eh.

Atom-resolved charges from Mulliken, all expressed in e: atom 1 (O): -0.47, atom 2 (F): -0.27, atom 3 (P): 0.16, atom 4 (P): 0.16, atom 5 (H): 0.33, atom 6 (H): 0.02, atom 7 (H): 0.07

=====

[5]
DFT (the ωB97M-V functional and the def2-TZVPD basis) results for C27H74F3HfN4O20S2 as an isolated structure at a distorted geometry.

CARTESIAN COORDINATES (ANGSTROEM)
Hf: 3.595 -1.965 -0.459
S: 2.594 -3.578 -2.848
O: 3.496 -3.866 -3.930
O: 1.300 -4.225 -2.924
O: 3.273 -3.884 -1.547
O: 2.480 -2.129 -2.484
C: -0.039 0.844 0.031
F: -1.247 1.308 -0.056
F: 0.664 1.287 -1.016
F: 0.530 1.204 1.187
S: -0.040 -1.020 -0.006
O: 1.377 -1.398 -0.258
O: -0.493 -1.485 1.280
O: -0.902 -1.394 -1.108
C: 0.621 -1.306 7.561
O: -0.739 -1.419 7.270
C: -1.076 -1.634 5.928
C: -0.864 -0.397 5.046
N: -1.727 0.728 5.366
C: -1.423 1.886 4.520
C: -2.153 1.837 3.181
O: -3.549 1.829 3.406
C: -4.360 2.365 2.399
H: 1.118 -0.492 7.014
H: 1.171 -2.199 7.227
H: 0.743 -1.149 8.628
H: -2.133 -1.896 5.919
H: -0.512 -2.454 5.466
H: -1.030 -0.712 4.002
H: 0.196 -0.129 5.046
H: -2.730 0.615 5.362
H: -0.349 2.008 4.371
H: -1.781 2.794 5.011
H: -1.967 0.917 2.615
H: -1.891 2.746 2.623
H: -4.058 3.383 2.122
H: -5.400 2.350 2.711
H: -4.263 1.766 1.482
C: -4.442 -0.674 -0.418
O: -5.001 -0.996 0.825
C: -4.068 -1.510 1.743
C: -4.713 -1.667 3.104
N: -5.888 -2.547 3.046
C: -6.602 -2.479 4.328
C: -7.890 -3.245 4.368
O: -8.838 -2.647 3.514
C: -10.044 -3.364 3.438
H: -5.318 -0.365 -1.001
H: -3.959 -1.456 -1.007
H: -3.868 0.262 -0.426
H: -3.225 -0.827 1.930
H: -3.571 -2.447 1.465
H: -5.038 -0.654 3.387
H: -4.013 -2.048 3.849
H: -6.477 -2.089 2.355
H: -6.913 -1.435 4.507
H: -5.919 -2.648 5.161
H: -8.308 -3.270 5.383
H: -7.727 -4.293 4.081
H: -10.770 -2.747 2.909
H: -10.515 -3.592 4.400
H: -9.833 -4.266 2.852
C: 6.427 4.469 -4.657
O: 5.448 4.105 -3.702
C: 4.563 5.156 -3.362
C: 3.256 4.566 -2.863
N: 3.251 4.028 -1.510
C: 3.375 5.058 -0.478
C: 2.860 4.614 0.885
O: 1.588 4.052 0.727
C: 1.007 3.608 1.944
H: 6.966 5.397 -4.445
H: 5.943 4.503 -5.640
H: 7.167 3.668 -4.665
H: 4.315 5.776 -4.231
H: 5.018 5.844 -2.642
H: 2.791 3.872 -3.564
H: 2.503 5.372 -2.928
H: 2.324 3.669 -1.297
H: 2.775 5.943 -0.746
H: 4.397 5.426 -0.374
H: 2.835 5.480 1.557
H: 3.609 3.926 1.311
H: 1.022 4.388 2.708
H: 1.345 2.645 2.331
H: -0.047 3.512 1.669
C: -0.838 1.136 -4.028
O: 0.439 1.567 -4.441
C: 1.386 0.538 -4.496
C: 2.727 1.163 -4.850
N: 3.832 0.260 -4.523
C: 5.165 0.820 -4.798
C: 5.377 1.435 -6.171
O: 6.764 1.398 -6.405
C: 7.062 1.692 -7.778
H: -1.462 2.003 -3.823
H: -0.796 0.551 -3.101
H: -1.264 0.485 -4.797
H: 1.114 -0.225 -5.241
H: 1.424 -0.011 -3.545
H: 2.841 2.086 -4.279
H: 2.755 1.435 -5.910
H: 3.754 -0.556 -5.127
H: 5.857 -0.011 -4.651
H: 5.395 1.550 -4.018
H: 4.979 2.454 -6.168
H: 4.869 0.808 -6.917
H: 6.673 0.857 -8.359
H: 8.141 1.729 -7.921
H: 6.722 2.700 -8.019
O: -0.718 -2.490 -3.625
H: -0.870 -1.961 -2.825
H: 0.077 -3.000 -3.409
O: 3.014 0.373 0.593
H: 2.795 0.470 1.533
H: 3.009 1.280 0.234
O: 2.270 -3.604 0.757
H: 1.305 -3.499 0.934
H: 2.494 -4.491 1.092
O: 0.036 -3.533 2.947
H: 0.796 -3.016 3.236
H: -0.512 -2.898 2.443
C: -1.139 -4.959 0.227
C: -0.869 -5.875 -0.950
O: 0.548 -6.030 -1.065
H: -0.896 -3.948 -0.119
H: -0.517 -5.277 1.059
H: -2.194 -4.972 0.513
H: -1.373 -5.506 -1.848
H: -1.259 -6.874 -0.741
H: 0.854 -5.257 -1.577

Forces on atoms 1 to 2 (eV/Å):
-9.4 -3.4 -4.8
-0.1 -2.2 -3.5

As for the total charge: +1. The frontier orbital gap comes out at 2.220 eV. The LUMO energy is -0.29172 Eh.

Results of the Mulliken charge analysis, in e, for atoms 1 through 99: atom 1 (Hf): 1.15, atom 2 (S): 1.26, atom 3 (O): -0.58, atom 4 (O): -0.76, atom 5 (O): -0.72, atom 6 (O): -0.23, atom 7 (C): -0.47, atom 8 (F): -0.03, atom 9 (F): -0.01, atom 10 (F): 0.14, atom 11 (S): 0.74, atom 12 (O): 1.43, atom 13 (O): -0.16, atom 14 (O): -0.81, atom 15 (C): -0.65, atom 16 (O): -0.39, atom 17 (C): -0.50, atom 18 (C): 0.23, atom 19 (N): -0.30, atom 20 (C): -1.19, atom 21 (C): 0.90, atom 22 (O): -0.42, atom 23 (C): -0.69, atom 24 (H): 0.22, atom 25 (H): 0.28, atom 26 (H): 0.28, atom 27 (H): 0.15, atom 28 (H): 0.34, atom 29 (H): -0.01, atom 30 (H): 0.16, atom 31 (H): 0.36, atom 32 (H): 0.31, atom 33 (H): 0.37, atom 34 (H): -0.65, atom 35 (H): 0.42, atom 36 (H): 0.40, atom 37 (H): 0.28, atom 38 (H): 0.14, atom 39 (C): -0.63, atom 40 (O): -0.43, atom 41 (C): 0.85, atom 42 (C): -0.79, atom 43 (N): -0.44, atom 44 (C): -0.62, atom 45 (C): -0.65, atom 46 (O): -0.30, atom 47 (C): -0.75, atom 48 (H): 0.38, atom 49 (H): 0.30, atom 50 (H): 0.06, atom 51 (H): -0.48, atom 52 (H): 0.11, atom 53 (H): 0.38, atom 54 (H): 0.27, atom 55 (H): 0.36, atom 56 (H): 0.30, atom 57 (H): 0.44, atom 58 (H): 0.42, atom 59 (H): 0.36, atom 60 (H): 0.24, atom 61 (H): 0.29, atom 62 (H): 0.31, atom 63 (C): -0.92, atom 64 (O): -0.18, atom 65 (C): -0.75, atom 66 (C): -0.62, atom 67 (N): -0.02, atom 68 (C): -0.76, atom 69 (C): -0.60, atom 70 (O): -0.26, atom 71 (C): -1.07, atom 72 (H): 0.39, atom 73 (H): 0.34, atom 74 (H): 0.23, atom 75 (H): 0.45, atom 76 (H): 0.36, atom 77 (H): 0.16, atom 78 (H): 0.48, atom 79 (H): 0.15, atom 80 (H): 0.41, atom 81 (H): 0.35, atom 82 (H): 0.41, atom 83 (H): 0.25, atom 84 (H): 0.49, atom 85 (H): 0.28, atom 86 (H): 0.23, atom 87 (C): -0.30, atom 88 (O): -0.38, atom 89 (C): 0.08, atom 90 (C): 0.58, atom 91 (N): -0.09, atom 92 (C): -1.02, atom 93 (C): -0.31, atom 94 (O): -0.38, atom 95 (C): -0.75, atom 96 (H): 0.27, atom 97 (H): -0.14, atom 98 (H): 0.35, atom 99 (H): 0.32

=====

[6]
DFT (the ωB97M-V functional and the def2-TZVPD basis) results for C30H22F10MnN8OS as an isolated structure at a distorted geometry.

CARTESIAN COORDINATES (ANGSTROEM)
Mn: -0.690 0.388 0.877
C: -3.098 -0.724 2.193
N: -2.690 0.512 1.488
C: -3.700 0.855 0.451
C: -3.384 0.256 -0.907
N: -2.340 0.997 -1.621
C: -2.563 1.541 -2.914
C: -3.493 2.555 -3.075
F: -4.162 3.001 -2.007
C: -3.752 3.094 -4.322
F: -4.654 4.054 -4.463
C: -3.052 2.618 -5.423
F: -3.292 3.121 -6.619
C: -2.105 1.613 -5.273
F: -1.439 1.168 -6.327
C: -1.868 1.080 -4.019
F: -0.956 0.125 -3.868
C: -2.533 1.649 2.427
C: -1.451 1.387 3.454
N: -0.373 0.608 2.841
C: 0.761 0.352 3.598
C: 1.597 -0.723 3.245
F: 1.186 -1.592 2.320
C: 2.808 -0.984 3.847
F: 3.542 -2.012 3.440
C: 3.247 -0.176 4.880
F: 4.413 -0.395 5.464
C: 2.432 0.859 5.308
F: 2.831 1.640 6.304
C: 1.212 1.097 4.701
F: 0.513 2.130 5.185
H: -4.026 -0.547 2.743
H: -2.312 -1.040 2.874
H: -3.247 -1.522 1.466
H: -3.770 1.939 0.358
H: -4.675 0.487 0.780
H: -4.264 0.302 -1.545
H: -3.076 -0.788 -0.810
H: -3.482 1.872 2.929
H: -2.270 2.525 1.826
H: -1.848 0.842 4.318
H: -1.116 2.356 3.823
S: -0.555 -1.591 -0.081
C: 1.214 -1.323 -0.759
N: 1.708 -2.153 -1.634
N: 0.996 -3.045 -2.279
C: 1.638 -4.159 -2.896
C: 0.836 -5.220 -3.290
C: 1.411 -6.305 -3.931
C: 2.776 -6.326 -4.178
C: 3.566 -5.254 -3.778
C: 3.004 -4.164 -3.137
N: 1.791 -0.188 -0.428
N: 1.205 0.626 0.392
C: 1.998 1.657 0.971
C: 3.343 1.455 1.251
C: 4.049 2.426 1.944
C: 3.418 3.591 2.360
C: 2.078 3.801 2.050
C: 1.373 2.842 1.346
H: 0.063 -3.232 -1.894
H: -0.230 -5.200 -3.096
H: 0.789 -7.136 -4.236
H: 3.226 -7.172 -4.678
H: 4.630 -5.265 -3.966
H: 3.611 -3.327 -2.821
H: 3.816 0.536 0.931
H: 5.097 2.272 2.164
H: 3.971 4.345 2.902
H: 1.597 4.726 2.336
H: 0.345 3.024 1.042
O: -0.410 1.967 -1.559
N: -1.215 1.274 -0.991

Forces on atoms 1 to 2 (eV/Å):
0.6 0.6 2.3
0.1 -0.1 0.0

Its expectation value of S² is 6.302. As for the total charge: +1. Its spin multiplicity is 5. The frontier orbital gap (spin up / spin down) comes out at 5.997 / 6.026 eV. The LUMO energy (spin up / spin down) is -0.16010 / -0.16422 Eh.

Atom-resolved charges from Mulliken, all expressed in e: atom 1 (Mn): -0.34, atom 2 (C): -1.24, atom 3 (N): 0.79, atom 4 (C): -1.08, atom 5 (C): -0.99, atom 6 (N): 0.27, atom 7 (C): -0.84, atom 8 (C): 0.64, atom 9 (F): -0.26, atom 10 (C): 0.06, atom 11 (F): -0.27, atom 12 (C): 0.57, atom 13 (F): -0.26, atom 14 (C): 0.03, atom 15 (F): -0.27, atom 16 (C): 0.43, atom 17 (F): -0.19, atom 18 (C): -0.94, atom 19 (C): -1.16, atom 20 (N): 1.03, atom 21 (C): -1.14, atom 22 (C): 0.26, atom 23 (F): -0.41, atom 24 (C): 0.28, atom 25 (F): -0.34, atom 26 (C): 0.69, atom 27 (F): -0.32, atom 28 (C): 0.42, atom 29 (F): -0.33, atom 30 (C): 0.41, atom 31 (F): -0.36, atom 32 (H): 0.38, atom 33 (H): 0.23, atom 34 (H): 0.40, atom 35 (H): 0.64, atom 36 (H): 0.29, atom 37 (H): 0.51, atom 38 (H): 0.38, atom 39 (H): 0.49, atom 40 (H): 0.40, atom 41 (H): 0.58, atom 42 (H): 0.42, atom 43 (S): -0.69, atom 44 (C): 0.36, atom 45 (N): -0.33, atom 46 (N): 0.27, atom 47 (C): 0.56, atom 48 (C): -0.48, atom 49 (C): -0.53, atom 50 (C): -0.54, atom 51 (C): -0.51, atom 52 (C): -0.31, atom 53 (N): -1.15, atom 54 (N): 1.77, atom 55 (C): 0.48, atom 56 (C): -0.43, atom 57 (C): -0.68, atom 58 (C): -0.54, atom 59 (C): -0.81, atom 60 (C): -0.32, atom 61 (H): 0.35, atom 62 (H): 0.34, atom 63 (H): 0.37, atom 64 (H): 0.39, atom 65 (H): 0.38, atom 66 (H): 0.41, atom 67 (H): 0.52, atom 68 (H): 0.44, atom 69 (H): 0.44, atom 70 (H): 0.44, atom 71 (H): 0.34, atom 72 (O): -0.61, atom 73 (N): 1.25

=====

The records above yield total energy values of -16157.134; -21035.777; -108034.782; -23389.919; -107223.181; -114754.099 eV, respectively.